[1]
{"formula": "C20H24N4O3S", "method": "ωB97M-V/def2-TZVPD", "energy_ev": -44065.1499, "max_force_ha_per_bohr": 0.0287, "homo_energy_ev": -8.4, "homo_lumo_gap_ev": 8.02, "relative_energy_kj_mol": 463.1, "total_charge": 0, "species": ["H", "H", "N", "H", "H", "N", "C", "H", "C", "H", "C", "C", "C", "C", "H", "S", "C", "H", "C", "O", "H", "C", "C", "H", "O", "H", "H", "H", "H", "H", "C", "C", "N", "N", "H", "H", "C", "H", "H", "O", "C", "H", "C", "C", "H", "C", "H", "H", "C", "C", "C", "H"], "coordinates": [[-1.34788, -1.74422, 1.52441], [1.87215, 4.13459, -1.96011], [-2.88661, 0.88273, 0.10436], [2.54196, -2.35053, -2.32475], [2.47670, -2.52266, 1.36794], [1.19543, 1.26862, 1.29143], [4.05971, -1.14192, 1.77809], [-4.89386, 0.46067, -0.01426], [2.19198, -2.24990, -1.30117], [-1.00514, -3.03196, 0.36626], [4.94550, -0.22039, 1.24646], [1.13269, 3.60891, -1.38000], [-0.20620, 3.72535, -1.60347], [3.16654, -1.56544, -0.41636], [-4.99136, -1.15590, 1.85980], [0.68207, -1.23190, -1.40892], [-1.17190, 3.02154, -0.84186], [4.05710, -1.34003, 2.83956], [-3.67548, -1.94082, 0.33848], [2.49327, 1.51402, 1.08795], [-3.57963, -2.93282, 0.78593], [4.04936, -0.62831, -0.94023], [-2.37921, -1.57079, -0.39336], [-3.28057, -0.89606, 2.19664], [1.05072, 0.13350, -1.67019], [1.85225, -3.20673, -0.91750], [-2.21674, 3.14980, -1.08058], [-4.38459, 1.23472, 1.49519], [-4.48850, -1.98102, -0.38989], [0.29790, -0.45746, 0.63949], [0.54320, 2.01711, 0.41854], [1.52875, 2.73733, -0.34917], [0.09653, -1.31141, 0.13923], [2.71308, 2.38860, 0.11500], [-3.15426, -0.06505, -1.69243], [-2.34300, 2.11193, 1.66557], [-4.11344, 0.47795, 0.75491], [-2.30568, -2.16209, -1.30984], [-1.46916, 0.19793, -1.25468], [-0.21080, -1.88453, -2.32312], [3.17213, -1.80803, 0.95250], [5.61058, 0.76991, -0.52996], [-0.83765, 2.16678, 0.17055], [-1.85827, 1.40997, 0.97564], [4.03210, -0.41839, -1.99908], [-2.44149, -0.10225, -0.86061], [-0.56087, 4.37266, -2.39194], [5.63626, 0.30113, 1.89127], [-1.15723, -1.95159, 0.46913], [-4.03143, -0.90677, 1.40449], [4.93429, 0.03948, -0.11323], [-1.34128, 0.65374, 1.58785]], "forces_ev_per_angstrom": [[0.1137, -0.0133, -0.0242], [0.0315, 0.1077, -0.1184], [0.0195, 0.1424, 0.1020], [-0.0079, -0.0304, -0.1028], [-0.0673, -0.0755, 0.0444], [-1.0045, 0.1428, 0.0653], [0.0519, -0.0316, 0.0712], [-0.0803, 0.0005, 0.0557], [-0.7876, 0.6218, -0.0853], [-0.1947, 0.0230, 0.1848], [0.0549, -0.0509, -0.0135], [-0.2006, 0.2878, -0.4001], [0.7082, 0.2272, -0.2037], [0.3786, 0.0713, 0.2601], [0.0115, -0.0002, 0.0922], [0.3064, -0.3310, 0.3080], [-0.1325, -0.5443, 0.6362], [-0.0019, -0.0197, 0.0942], [0.2153, 0.0531, 0.0933], [0.0613, -0.1516, 0.1320], [-0.0669, -0.0841, -0.0448], [0.0068, -0.0782, 0.0414], [-0.1597, 0.0858, -0.0125], [0.0046, 0.0041, 0.1183], [0.2252, -0.1441, 0.0558], [0.0024, -0.1347, -0.0137], [-0.1203, -0.0315, -0.0100], [-0.0429, 0.0154, -0.0587], [-0.0568, -0.0795, -0.0205], [0.2131, 0.0814, 0.0865], [1.3828, 0.3976, -0.0484], [-0.2703, -0.8878, 1.1500], [0.3837, 0.3231, -0.8001], [0.0797, 0.7519, -0.7691], [0.0841, -0.0618, -0.0648], [0.0805, -0.1489, 0.0504], [-0.0639, -0.0769, 0.2454], [-0.0676, 0.0681, 0.1220], [-0.2195, 0.1125, -0.0779], [-0.0862, -0.3114, 0.1356], [0.0477, -0.0622, -0.0533], [0.0557, 0.0732, -0.0414], [-0.4094, 0.2332, -0.2273], [-0.1662, 0.0066, -0.0294], [0.0016, 0.0403, -0.1302], [0.0662, -0.2929, -0.2015], [0.0244, 0.0655, -0.0644], [0.0596, 0.0603, 0.0649], [-0.4117, -0.4595, -0.3636], [-0.0921, 0.0902, -0.2639], [0.0989, -0.0397, -0.0278], [-0.0589, 0.0548, 0.0614]], "nbo_charge": [0.205, 0.230, -0.455, 0.248, 0.213, -0.146, -0.196, 0.190, -0.669, 0.202, -0.204, -0.200, -0.185, 0.026, 0.213, 2.308, -0.173, 0.212, -0.402, -0.099, 0.206, -0.217, -0.251, 0.190, -0.961, 0.242, 0.231, 0.197, 0.205, 0.430, 0.154, 0.066, -0.918, -0.059, 0.203, 0.219, -0.206, 0.237, 0.223, -0.952, -0.232, 0.217, -0.041, -0.242, 0.216, -0.238, 0.219, 0.214, -0.222, -0.423, -0.198, 0.172]}

***

[2]
{"formula": "C20H24N4O5S", "method": "ωB97M-V/def2-TZVPD", "energy_ev": -48162.8915, "max_force_ha_per_bohr": 0.0257, "homo_energy_ev": -8.6, "homo_lumo_gap_ev": 9.01, "relative_energy_kj_mol": 103.0, "total_charge": 0, "species": ["H", "H", "C", "O", "H", "H", "H", "C", "C", "H", "H", "H", "H", "H", "C", "O", "H", "H", "H", "C", "N", "H", "C", "C", "C", "C", "C", "H", "C", "H", "C", "C", "O", "C", "C", "C", "C", "O", "H", "H", "H", "N", "C", "H", "C", "H", "H", "H", "N", "C", "O", "N", "H", "S"], "coordinates": [[-4.24839, 0.32885, -1.61214], [2.79315, -1.58418, -5.77124], [-1.65864, -0.11706, 0.93422], [0.40595, 3.74001, 1.66442], [1.21826, 0.39258, -1.68696], [1.86473, -2.99663, -6.26399], [0.81721, -2.36784, 4.31235], [-0.31823, -1.80924, 2.59684], [-0.19883, -4.47904, 1.85946], [-0.14194, -5.51972, 1.57709], [-0.92819, 2.02853, 3.31920], [2.06325, 1.70593, -2.52227], [-1.32471, -3.90694, 0.12546], [0.91570, -4.76794, 3.67051], [-0.36768, -1.59216, -2.99978], [0.22943, 0.11446, 3.87937], [1.29819, -1.37424, -6.70646], [1.46029, 3.28960, -0.71333], [1.10439, 2.95993, 4.25406], [-0.33566, -0.39415, 2.93190], [-1.61107, -1.36410, 0.60518], [1.42618, 5.31816, 2.31469], [1.09669, 4.02031, 4.01167], [1.23332, 1.46529, -1.86387], [1.38554, 2.20769, -0.54696], [-0.97175, 1.83398, 2.24665], [1.40142, 4.24826, 2.53442], [-0.82159, -0.68765, -4.98873], [-0.86159, -3.58906, 1.04617], [-1.32315, -1.55745, -1.18742], [-0.17723, -1.27300, -4.37089], [-0.93593, -2.24119, 1.41179], [-2.62090, 0.08798, -3.55256], [-2.42633, -0.41060, -2.46951], [1.00216, -1.88490, -4.67841], [0.31881, 2.34557, 1.57314], [0.40305, -4.05421, 3.04392], [1.47635, -2.51497, -3.58887], [-3.57216, -1.09560, -0.74874], [2.28995, 1.87128, -0.01634], [1.19999, 1.88186, 2.06083], [-1.39604, -1.23890, -2.15981], [0.35086, -2.72831, 3.40805], [0.12082, 4.43145, 4.25726], [1.78528, -1.96171, -5.93474], [0.30141, 1.75319, -2.34279], [1.85062, 4.51816, 4.61541], [2.37930, 3.81254, 2.28263], [0.62247, -2.32954, -2.54931], [-3.34174, -0.17196, -1.27595], [0.24311, 1.92787, 0.24660], [-1.07237, 0.40747, 2.04496], [-1.82517, 2.34437, 1.80098], [-2.57855, 0.97699, -0.07815]], "forces_ev_per_angstrom": [[0.0842, -0.0484, -0.0129], [0.0597, 0.0414, -0.0562], [-0.2578, -0.6168, -0.4128], [-0.3678, -0.1771, -0.1382], [0.0117, -0.1233, -0.0443], [0.0119, -0.0342, -0.0776], [0.0529, 0.0102, 0.0736], [-0.0635, -0.3891, -0.3065], [-0.0697, 0.0385, -0.1168], [0.0016, -0.0845, -0.0366], [-0.0696, 0.0207, -0.1980], [0.0776, 0.0018, -0.1063], [-0.0619, -0.0267, -0.1072], [0.0444, -0.0465, 0.0568], [0.7333, -0.2431, -0.6577], [0.0706, -0.0030, 0.0666], [-0.0050, 0.0202, -0.0427], [0.0251, -0.1279, 0.0685], [0.0026, -0.1177, 0.0739], [-0.0383, -0.0082, 0.0534], [-0.2170, 0.2639, -0.0769], [0.1207, -0.1010, 0.0348], [0.0060, 0.0065, -0.4329], [-0.0245, 0.1330, 0.4378], [0.1872, 0.0342, -0.1724], [0.4713, 0.6479, -0.0928], [0.1493, 0.1236, 0.2617], [-0.0821, 0.1104, -0.1847], [0.0569, -0.0024, 0.1242], [-0.1725, 0.1479, -0.1458], [0.4640, -0.2497, -0.0390], [0.3417, -0.0315, 0.6693], [-0.0754, 0.1809, -0.3005], [-0.1678, -0.1250, 0.4012], [-0.6529, 0.3409, 0.1942], [0.1177, -0.2544, 0.2326], [0.0741, 0.0712, 0.1538], [0.3579, 0.0524, -0.8384], [-0.0762, -0.0014, -0.0611], [-0.0727, 0.0700, -0.0268], [-0.1344, 0.1292, -0.0875], [0.2645, -0.3327, 0.2319], [-0.0160, 0.0535, -0.0004], [-0.0985, 0.0533, 0.0660], [0.0804, -0.1371, 0.2358], [-0.0928, 0.0311, -0.1148], [0.0761, 0.0373, 0.1160], [-0.0911, 0.0681, -0.0371], [-0.8357, 0.1839, 1.0065], [0.1658, 0.2422, 0.2910], [-0.0029, 0.1705, 0.1481], [0.0483, -0.1945, 0.1708], [0.0324, -0.0029, 0.1183], [-0.4435, 0.1942, -0.3620]], "nbo_charge": [0.258, 0.234, 0.360, -0.544, 0.217, 0.234, 0.236, -0.151, -0.168, 0.218, 0.250, 0.213, 0.225, 0.218, 0.313, -0.609, 0.233, 0.178, 0.218, 0.662, -0.584, 0.192, -0.647, -0.626, -0.058, -0.253, -0.058, 0.261, -0.210, 0.448, -0.380, 0.170, -0.598, 0.678, 0.339, 0.380, -0.228, -0.277, 0.261, 0.162, 0.150, -0.643, -0.163, 0.211, -0.660, 0.218, 0.217, 0.164, -0.187, -0.617, -0.556, -0.445, 0.231, 0.312]}